52
Properties=species:S:1:pos:R:3:forces:R:3:nbo_charge:R:1 method="wB97M-V/def2-TZVPD" relative_energy_kcal_mol=37.7 e_tot_ha=-4795.9796 homo_lumo_gap_ev=6.31 charge=-1
Pd -0.00674 0.05246 0.31121 -1.4 0.2 -1.0 0.48
O 2.00252 4.14575 -1.39578 -0.2 0.1 -0.1 -0.70
C 3.21856 3.96400 -0.85922 0.1 -0.3 0.1 0.34
C 4.17537 4.96984 -1.00112 -0.1 0.0 -0.1 -0.29
C 5.43641 4.81342 -0.46490 -0.1 0.0 -0.1 -0.19
C 5.77142 3.65058 0.21447 0.3 0.0 0.1 -0.28
C 4.83480 2.65040 0.36664 0.0 0.1 -0.1 -0.15
C 3.55120 2.79086 -0.15415 0.2 0.3 -0.1 -0.15
C 2.53209 1.74950 0.06719 -1.1 -0.7 0.1 0.58
O 1.39561 1.84184 -0.51462 0.6 0.7 -0.2 -0.79
N 2.87638 0.77543 0.88752 1.9 0.1 0.3 -0.47
N 1.92912 -0.09184 1.21650 -1.3 -1.4 -0.5 -0.34
C 2.13404 -1.27173 1.65939 0.5 0.5 0.0 -0.07
S 0.77365 -2.20983 2.25280 0.3 -0.8 0.1 0.31
C 1.58795 -3.79736 1.84941 -0.3 0.5 -0.1 -0.54
C 3.02411 -3.67814 2.30824 0.3 0.3 0.0 -0.53
S 3.70421 -2.08936 1.70979 -0.1 0.1 0.0 0.25
H 1.48157 3.31965 -1.17177 0.2 0.0 0.0 0.52
H 3.89740 5.86544 -1.53815 0.0 0.1 0.0 0.21
H 6.16377 5.60464 -0.57910 0.1 0.1 0.0 0.20
H 6.76281 3.53515 0.62641 0.1 0.0 0.0 0.20
H 5.07429 1.74228 0.89655 -0.1 -0.1 0.1 0.24
H 1.50413 -3.93914 0.77235 0.1 -0.1 0.0 0.24
H 1.05732 -4.58813 2.37561 0.0 0.0 0.0 0.22
H 3.65067 -4.46385 1.89045 0.0 -0.1 0.0 0.22
H 3.09944 -3.68284 3.39615 -0.1 -0.1 0.0 0.22
C -3.60325 0.02689 -2.10545 0.9 0.3 -0.3 -0.65
Te -2.33571 0.95173 -0.53513 -0.8 -1.6 0.4 0.59
C -3.01140 -0.96206 0.39751 0.2 0.3 0.2 -0.63
C -4.39083 -1.18063 -0.10780 -0.2 0.3 -0.3 0.05
C -5.38693 -1.78797 0.63740 0.0 -0.1 0.0 -0.23
C -6.66101 -1.93755 0.11347 -0.1 -0.1 0.0 -0.21
C -6.94577 -1.47116 -1.15905 -0.1 -0.1 0.0 -0.22
C -5.96349 -0.83602 -1.89925 0.1 0.1 -0.1 -0.20
C -4.68811 -0.68041 -1.38097 -0.2 -0.1 0.4 -0.09
H -2.98020 -0.67347 -2.66679 0.1 0.1 0.0 0.23
H -3.98093 0.77425 -2.80006 0.0 0.1 0.0 0.22
H -2.95872 -0.89944 1.48744 0.1 0.2 -0.2 0.25
H -2.32968 -1.74906 0.05023 0.0 0.3 0.1 0.23
H -5.16474 -2.14077 1.63392 0.0 0.0 0.1 0.21
H -7.43210 -2.41266 0.70365 -0.1 0.0 0.0 0.21
H -7.93224 -1.60135 -1.58194 -0.1 0.0 0.0 0.21
H -6.18566 -0.44853 -2.88557 0.0 0.0 0.0 0.20
Se -0.84929 1.25012 2.36434 -0.4 1.3 -0.3 -0.28
C -0.42737 0.27665 3.81257 0.1 -0.4 0.5 0.03
N -0.18614 -0.29800 4.78486 0.0 -0.1 0.2 -0.44
C 0.24028 -0.67485 -2.68355 -0.4 0.1 0.0 -0.74
C 0.27477 -1.16118 -1.24880 1.2 0.0 1.2 0.47
O 0.57263 -2.29892 -0.95388 -0.4 0.3 -0.7 -0.60
H 1.23155 -0.78998 -3.12378 0.0 0.0 0.1 0.24
H -0.07319 0.36931 -2.73978 0.2 -0.2 0.0 0.23
H -0.46458 -1.30397 -3.23549 0.1 0.0 -0.1 0.22

118
Properties=species:S:1:pos:R:3:forces:R:3:mulliken_charge:R:1 method="wB97M-V/def2-TZVPD" relative_energy_kcal_mol=116.9 e_tot_ha=-4057.2052 homo_lumo_gap_ev=9.99
C 27.82129 -24.73596 6.54008 0.5 0.8 -0.6 -1.39
C 28.68820 -23.71174 7.28760 -0.2 -0.8 0.1 0.45
C 30.11548 -24.16442 7.61043 -1.2 -1.0 1.2 -0.47
O 30.82480 -22.94698 7.55764 2.2 0.0 0.3 -0.30
C 30.23676 -22.12335 6.72013 -0.6 5.0 -2.5 0.72
O 30.59103 -21.00818 6.21667 -0.7 -5.2 2.6 -0.61
O 28.99859 -22.59828 6.49049 -0.8 1.0 -1.6 -0.35
H 27.44867 -25.54614 7.16688 0.4 0.0 0.0 0.35
H 28.41553 -25.05591 5.68416 0.1 -0.7 0.2 0.35
H 26.95707 -24.30880 6.03140 -0.1 0.5 0.5 0.36
H 28.16999 -23.31269 8.15956 0.0 -0.2 0.3 0.28
H 30.47891 -24.94405 6.94097 0.2 0.4 -0.5 0.31
H 30.18539 -24.59536 8.60918 0.2 0.3 0.1 0.30
C 32.67168 -17.87643 -3.80591 0.8 1.0 0.4 -1.48
C 31.22858 -18.17798 -3.54795 -1.2 -1.4 -0.6 0.58
C 30.94657 -19.64989 -3.65793 1.5 -2.0 -1.1 -0.54
O 30.13814 -20.03352 -2.54289 -0.4 -0.8 -1.2 -0.31
C 30.06337 -19.00326 -1.74281 -1.3 1.4 4.2 0.70
O 29.46022 -18.92547 -0.65593 1.8 -0.5 -3.7 -0.60
O 30.82503 -18.00195 -2.22192 0.0 1.8 1.7 -0.35
H 33.33086 -18.42879 -3.13622 -0.3 -0.5 0.0 0.39
H 32.94876 -16.84759 -3.57611 -0.4 0.2 -0.2 0.36
H 32.99643 -18.07043 -4.82816 -0.3 -0.1 -0.1 0.37
H 30.47003 -17.72670 -4.18752 0.5 1.0 -0.2 0.27
H 31.90684 -20.16317 -3.60761 0.0 -0.4 0.5 0.28
H 30.55668 -19.99088 -4.61700 -0.7 0.2 0.3 0.34
C 29.08041 -17.72802 14.80259 -0.8 0.3 1.5 -1.51
C 30.27607 -18.40253 14.21972 -2.6 -1.0 -0.5 0.59
C 29.91281 -18.98600 12.84244 -0.2 -0.4 1.5 -0.46
O 31.11320 -18.74256 12.16596 -1.0 -2.3 -2.5 -0.28
C 31.86730 -17.89929 12.77590 3.8 3.2 -1.4 0.67
O 32.90610 -17.44953 12.27362 -2.8 -1.2 2.1 -0.60
O 31.27243 -17.50488 13.91877 1.9 1.0 0.3 -0.34
H 29.34977 -17.23666 15.73752 0.0 0.2 0.0 0.35
H 28.32121 -18.45229 15.09779 0.1 -0.4 0.0 0.41
H 28.51992 -17.02222 14.18956 0.6 0.1 -0.4 0.36
H 30.61392 -19.21328 14.86519 0.3 0.2 0.2 0.23
H 29.02972 -18.50163 12.42573 0.4 0.3 -0.5 0.29
H 29.68999 -20.05020 12.91937 0.3 0.0 -0.3 0.31
C 25.69424 -12.83346 1.14282 0.5 -1.1 0.0 -1.29
C 26.65170 -13.63915 0.22062 -1.3 1.9 -2.0 0.32
C 26.03145 -14.13835 -1.12604 0.3 -2.2 1.1 -0.44
O 26.86409 -13.70489 -2.23395 0.1 1.4 1.2 -0.33
C 27.69273 -12.72269 -1.73588 2.2 0.7 0.6 0.65
O 28.58050 -12.07201 -2.29747 -3.5 -2.3 1.3 -0.55
O 27.47681 -12.62798 -0.36257 1.7 0.9 -0.9 -0.34
H 25.11678 -12.14790 0.52262 0.2 0.1 0.1 0.34
H 26.28934 -12.31146 1.89214 0.0 0.2 -0.2 0.33
H 25.00885 -13.44836 1.72613 -0.1 -0.3 -0.2 0.36
H 27.25202 -14.42823 0.67345 0.0 0.3 0.3 0.36
H 24.96348 -13.94834 -1.23303 0.2 0.5 -0.4 0.30
H 26.18726 -15.21287 -1.03003 -0.5 -0.2 -0.7 0.29
C 28.10957 -11.06033 11.56042 -0.6 0.0 -0.1 -1.42
C 29.27879 -10.94627 12.52891 -1.5 -0.4 -1.0 0.52
C 30.15381 -12.17016 12.47807 0.7 0.1 -0.2 -0.39
O 31.33377 -11.63589 11.94006 2.4 -0.3 -0.1 -0.35
C 31.33898 -10.28015 11.93336 3.0 -0.2 -0.6 0.69
O 32.31865 -9.58060 11.78879 -1.5 -1.2 0.1 -0.58
O 30.11814 -9.88490 12.04221 -2.4 1.4 1.2 -0.34
H 27.39757 -10.23834 11.63446 0.2 0.1 -0.1 0.34
H 27.51265 -11.96968 11.63022 0.1 -0.2 0.7 0.38
H 28.47422 -11.13895 10.53624 0.3 0.4 0.0 0.37
H 29.02224 -10.81144 13.57967 -0.3 0.7 -0.2 0.27
H 29.86169 -12.95806 11.78382 -0.4 -0.1 0.4 0.25
H 30.34261 -12.51068 13.49616 0.1 -0.5 -0.2 0.26
C 21.47900 -13.18361 9.10784 -0.1 -0.6 -0.4 -1.46
C 20.73170 -12.05951 9.85946 0.9 -1.2 -2.2 0.45
C 19.81556 -12.47363 10.99016 1.5 0.2 0.3 -0.39
O 20.24235 -11.52878 12.01317 -1.1 -0.6 0.1 -0.33
C 21.34843 -10.88969 11.60499 0.8 4.0 3.2 0.67
O 21.89391 -9.96947 12.20899 -1.2 -2.2 -0.5 -0.60
O 21.73889 -11.25142 10.44136 0.4 -0.9 -2.0 -0.29
H 20.88007 -14.07585 8.92536 -0.4 0.1 0.1 0.37
H 22.37917 -13.55707 9.59603 -0.2 0.3 0.8 0.38
H 21.88043 -12.93353 8.12579 -0.4 0.7 0.0 0.36
H 20.18291 -11.43952 9.15055 0.0 0.1 -0.1 0.25
H 20.08745 -13.47705 11.31776 -0.4 0.0 0.2 0.30
H 18.77091 -12.39519 10.68909 0.1 0.2 0.6 0.29
C 24.62527 -18.36616 6.41383 -1.5 0.3 0.9 -0.44
C 25.48997 -17.95947 5.28756 1.4 -0.9 2.7 0.36
O 26.23909 -16.91289 5.91934 0.8 0.4 -1.6 -0.30
C 26.17417 -16.93917 7.27235 1.6 1.5 0.7 0.74
O 26.85551 -16.21046 7.99508 -2.5 -2.5 -1.9 -0.57
O 25.27766 -17.88733 7.59824 0.0 -0.5 0.9 -0.35
F 24.76299 -17.54944 4.28924 -0.8 1.2 -1.9 -0.27
H 24.39374 -19.43093 6.38611 0.3 0.1 0.7 0.31
H 23.69906 -17.79922 6.31998 -0.3 -0.1 0.0 0.25
H 26.06337 -18.84235 5.00500 0.9 0.6 -0.5 0.26
C 31.59070 -13.47779 5.21308 -0.3 -1.3 1.2 -0.41
C 32.46185 -12.60721 5.98050 1.4 -0.1 1.6 0.24
O 31.65184 -11.52277 6.43668 1.0 -1.2 0.0 -0.28
C 30.58889 -11.53884 5.62527 -3.7 3.2 0.1 0.62
O 29.65670 -10.73050 5.67933 2.8 -2.3 -0.2 -0.58
O 30.66039 -12.54026 4.75201 -1.2 -0.6 -1.1 -0.28
F 33.36124 -12.19331 5.10724 2.1 2.1 -1.5 -0.29
H 31.19459 -14.16247 5.96303 -0.8 -0.4 -0.5 0.31
H 32.17651 -14.01688 4.46856 -0.6 0.3 -0.3 0.31
H 33.06645 -13.08988 6.74835 -0.7 0.3 0.7 0.36
C 17.34287 -13.69359 2.98701 0.5 1.2 -2.0 -0.36
C 17.82613 -14.82589 3.79171 -2.1 -1.2 -0.6 0.32
O 17.08345 -14.66457 4.97090 0.7 0.7 1.1 -0.31
C 16.68081 -13.34912 5.09171 -1.5 1.4 1.7 0.66
O 16.16076 -12.84363 6.07660 1.7 -1.6 -2.7 -0.52
O 16.87544 -12.71733 3.89481 -0.4 -0.6 1.1 -0.31
F 19.15351 -14.84062 3.88474 1.2 0.1 1.0 -0.28
H 16.59016 -14.03674 2.27724 -0.4 0.3 0.2 0.24
H 18.13576 -13.23678 2.39476 0.1 -0.1 0.1 0.29
H 17.48869 -15.77863 3.38364 0.4 -0.2 0.0 0.26
C 21.68199 -21.30522 -0.86731 -1.3 0.3 -0.3 -0.42
C 21.47798 -20.96402 0.55858 0.5 1.2 -0.2 0.25
O 22.75564 -21.24636 1.07524 -0.2 -0.2 1.0 -0.27
C 23.29399 -22.25703 0.33111 3.7 -1.9 0.8 0.64
O 24.31572 -22.89948 0.61575 -3.8 2.3 -0.8 -0.55
O 22.57813 -22.39438 -0.79108 0.3 -0.2 -0.7 -0.30
F 20.52482 -21.73248 1.10406 -0.5 -1.0 0.8 -0.28
H 22.07006 -20.41474 -1.36181 0.4 -0.3 -0.4 0.30
H 20.70873 -21.57481 -1.27742 0.4 -0.3 -0.4 0.32
H 21.14924 -19.93859 0.72746 0.6 0.1 0.2 0.33

15
Properties=species:S:1:pos:R:3:forces:R:3:nbo_charge:R:1 method="wB97M-V/def2-TZVPD" relative_energy_kcal_mol=31.0 e_tot_ha=-287.7830 homo_lumo_gap_ev=12.04
N -3.60596 -1.20399 0.22437 0.0 0.0 -0.4 -0.33
C -2.82050 -1.10563 -0.61183 -0.6 -0.4 2.5 0.28
C 0.00000 0.00000 0.00000 -0.1 -0.5 0.4 -0.61
C -1.77957 -0.94661 -1.56683 -0.2 -0.9 -1.5 -0.52
C -0.82731 0.18489 -1.26158 0.2 1.5 -0.2 -0.39
H 0.69382 0.83878 0.17795 -0.3 -0.3 -0.2 0.22
H 0.58784 -0.92820 -0.09747 -0.1 0.3 0.2 0.20
H -0.66707 -0.09609 0.87315 0.4 0.0 -0.2 0.22
H -2.46577 -0.79773 -2.42264 1.2 0.3 -0.6 0.26
H -1.25114 -1.90686 -1.72223 -0.3 0.4 0.1 0.25
H -1.44707 1.09454 -1.14379 0.4 -0.2 -0.2 0.21
H -0.12251 0.36359 -2.09632 -0.6 -0.2 0.1 0.21
O 1.91037 3.27593 3.10966 0.4 1.0 -0.7 -0.94
H 1.94883 3.36509 2.13046 0.0 0.0 1.1 0.47
H 2.21818 4.14628 3.45024 -0.3 -0.9 -0.4 0.47